# 1
106
Properties=species:S:1:pos:R:3:mulliken_charge:R:1 method="wB97M-V/def2-TZVPD" e_tot_ev=-117593.93328 total_charge=+1 spin_multiplicity=4 max_force_ha_per_bohr=0.0538
V 1.00691 2.25781 0.74742 1.0213
C -0.05596 -0.44050 -2.25221 0.4886
F -0.60624 -0.57475 -3.42275 -0.0625
F 0.02008 -1.60154 -1.67518 -0.1149
F 1.18381 0.02245 -2.41148 -0.2592
S -1.05229 0.81656 -1.28233 0.6773
O -0.69475 2.14726 -1.77200 -0.6192
O -2.42582 0.43563 -1.32414 -0.4930
N -0.36719 0.70729 0.26686 0.0747
S -1.00387 -0.52066 1.17482 0.4368
O -1.66079 -1.56777 0.45579 -0.5365
O 0.07540 -0.89824 2.06933 -0.2874
C -2.35407 0.23569 2.25814 0.4374
F -2.79859 -0.69305 3.05107 -0.1289
F -1.88500 1.28719 2.92173 -0.2266
F -3.33622 0.69865 1.49414 -0.1815
C -2.53061 -1.24023 6.39950 -0.2943
C -2.80156 -0.88637 7.84951 -0.3951
O -2.25381 -1.94060 8.65376 -0.5226
H -2.97638 -2.20786 6.17279 0.4279
H -1.45127 -1.34507 6.27525 -0.2344
H -2.90853 -0.44894 5.75345 0.1554
H -3.86203 -0.78391 8.08078 0.4145
H -2.26874 0.03745 8.09614 0.1959
H -2.77886 -2.03602 9.45169 0.2887
C -0.30751 -4.38943 0.69229 -0.3095
C -0.92402 -5.36223 1.68115 -0.4141
O -0.02756 -5.76704 2.71388 -0.5311
H 0.63875 -4.79454 0.30704 0.3453
H 0.12578 -3.51699 1.19228 -0.2618
H -0.91424 -4.12866 -0.16908 0.3159
H -1.28888 -6.25445 1.17266 0.3330
H -1.79068 -4.95779 2.21881 0.2394
H 0.13188 -5.00914 3.28343 0.2753
C 3.87312 -2.49385 -5.22037 -1.2979
C 3.72824 -1.05456 -4.75197 1.2590
O 5.03243 -0.46476 -4.68203 -0.5937
H 2.99451 -3.10529 -5.00537 0.3405
H 4.67056 -2.96261 -4.63545 0.3481
H 4.17530 -2.67172 -6.25256 0.3433
H 3.34356 -1.11374 -3.72527 -0.2253
H 3.07109 -0.44351 -5.36788 -0.5011
H 4.89292 0.48355 -4.78280 0.3216
C 0.71603 1.28788 6.90767 -1.2073
C 0.10469 1.33697 5.49661 0.1671
O 0.83288 0.45952 4.64136 -0.2072
H 0.26664 0.40415 7.35492 0.2204
H 0.23938 2.13174 7.43230 0.4185
H 1.77277 1.51782 6.96359 0.2991
H 0.15391 2.33735 5.05781 0.2908
H -0.92276 0.95690 5.53032 -0.0595
H 0.94677 -0.42317 5.05112 0.1701
C -2.12014 4.89339 0.13496 -1.3137
C -1.94219 3.69835 1.05026 0.3359
O -0.58444 3.62624 1.51697 -0.1522
H -1.43493 4.88248 -0.71693 0.1864
H -1.78405 5.82221 0.62243 0.4142
H -3.15071 5.10681 -0.13721 0.4096
H -2.25595 2.78876 0.54253 -0.0155
H -2.66719 3.77893 1.86427 0.3170
H -0.47619 4.32311 2.17795 0.2230
C 0.67899 1.48740 -5.73737 -0.2133
C 1.08468 1.21429 -7.19052 -0.6334
O 2.49533 1.07193 -7.33199 -0.5410
H -0.39736 1.66722 -5.79191 0.3209
H 1.13566 2.43729 -5.45906 0.1760
H 0.94707 0.65449 -5.09437 -0.0934
H 0.78456 2.09421 -7.76121 0.3462
H 0.57650 0.33319 -7.58512 0.3222
H 2.71705 0.13858 -7.29655 0.3050
C 4.42672 -0.54826 0.63526 -1.3478
C 2.93331 -0.47609 0.39743 0.9221
O 2.55654 0.85636 -0.10516 -0.2583
H 4.68854 -0.04580 1.56723 0.3282
H 4.96107 -0.04039 -0.16816 0.4235
H 4.74489 -1.58532 0.72312 0.3803
H 2.36237 -0.61152 1.31595 -0.5674
H 2.56621 -1.21771 -0.31244 0.1941
H 2.71982 0.81659 -1.05788 0.1847
C -0.90807 4.77939 -5.65587 -1.0739
C -0.75908 4.88829 -4.17388 0.4189
O -1.81971 5.75557 -3.71058 -0.5609
H -0.63801 5.70293 -6.17186 0.3212
H -1.91782 4.48845 -5.94565 0.3075
H -0.28067 4.06109 -6.19140 0.1958
H 0.15676 5.34886 -3.78853 0.3243
H -0.81418 3.94740 -3.62036 -0.1868
H -1.47393 6.44426 -3.14234 0.3052
C -3.29847 -2.30749 -4.21793 -0.7175
C -3.89410 -1.01866 -4.73209 -0.2798
O -2.92879 -0.25229 -5.46700 -0.4867
H -2.64455 -2.71253 -4.98964 0.2978
H -4.11884 -2.96598 -3.93890 0.3710
H -2.68892 -2.18117 -3.32074 -0.0787
H -4.37456 -0.40051 -3.96762 0.2746
H -4.66787 -1.27004 -5.46990 0.3626
H -3.33203 0.57151 -5.74819 0.2779
C 2.42678 -2.48516 3.83005 -0.8685
C 2.18353 -2.81877 5.26808 -0.5458
O 1.10924 -2.07809 5.83220 -0.4765
H 1.52043 -2.64718 3.23981 0.1380
H 3.23920 -3.09400 3.44204 0.4564
H 2.59679 -1.40851 3.74705 0.2095
H 3.09804 -2.57852 5.84039 0.3317
H 2.16255 -3.89106 5.50013 0.4467
H 0.75090 -2.50739 6.61377 0.2409

---

# 2
119
Properties=species:S:1:pos:R:3:mulliken_charge:R:1 method="wB97M-V/def2-TZVPD" e_tot_ev=-75768.78287 total_charge=+4 spin_multiplicity=2 max_force_ha_per_bohr=0.1350
C 0.76851 -4.79295 -2.36361 -0.4711
C 1.24354 -4.21253 -3.66862 0.4615
O 1.99403 -4.85146 -4.41126 -0.4198
N 0.86467 -2.75447 -3.92084 0.3045
H -0.12805 -2.70407 -4.09984 0.4065
H 1.00725 -2.10287 -3.16243 -0.1236
C 1.50346 -2.20578 -5.25863 -0.7811
H -0.22869 -4.48975 -2.04464 -0.0947
H 1.54981 -4.72190 -1.60690 0.2873
H 0.69456 -5.85936 -2.57669 0.5060
H 1.57496 -2.95253 -6.04941 0.3737
H 2.55390 -2.00938 -5.04390 0.3479
H 0.86388 -1.39127 -5.59864 0.2927
C 0.36975 -2.76131 7.31777 -1.1161
C -0.10068 -3.73804 6.28236 0.6153
O -0.70583 -4.75427 6.51116 -0.3829
N 0.20279 -3.34219 4.81866 0.2374
H 1.10812 -2.89515 4.79353 0.3847
H 0.34126 -4.06029 4.12205 0.1623
C -0.85665 -2.35296 4.23592 -0.6091
H 0.52778 -3.24842 8.27998 0.3595
H -0.38408 -2.01256 7.56113 0.2938
H 1.29635 -2.27190 7.01781 0.3647
H -0.53890 -2.05777 3.23591 -0.1739
H -0.81529 -1.48257 4.89076 0.5181
H -1.78469 -2.92429 4.21539 0.3909
C -1.18587 1.43501 3.06212 -0.6463
C -2.61123 1.03959 2.98210 0.2908
O -3.00505 0.37058 2.10136 -0.2807
N -3.60677 1.62013 4.09584 -0.0749
H -3.63051 0.90840 4.81208 0.3854
H -3.21038 2.47099 4.46866 0.4160
C -5.03312 2.03929 3.52372 -0.7673
H -1.16423 2.52412 3.10062 0.5259
H -0.61879 0.98548 2.24699 -0.3844
H -0.78819 1.00895 3.98322 0.4715
H -5.70123 1.23617 3.21269 0.3189
H -4.93794 2.77392 2.72413 0.3199
H -5.53277 2.53161 4.35803 0.4063
C 3.27203 -0.82729 2.07338 -0.6621
C 3.51711 0.70210 2.09799 0.6153
O 2.93398 1.43144 2.89145 -0.5126
N 4.53861 1.23402 1.06069 0.2142
H 5.34083 0.62092 1.03519 0.4500
H 4.09909 1.13272 0.15700 0.0119
C 5.05036 2.67829 1.38546 -0.6902
H 3.12961 -1.23479 1.07250 0.1416
H 2.35129 -0.98922 2.63385 -0.0485
H 4.14240 -1.37041 2.44160 0.5834
H 4.26311 3.43214 1.39144 0.1733
H 5.73243 2.90140 0.56503 0.3701
H 5.49996 2.56744 2.37221 0.3862
C -1.78756 0.34747 -2.78798 0.7221
C -3.17350 0.58201 -2.34981 0.0280
O -4.15054 -0.16320 -2.26961 -0.7343
N -3.52272 2.01579 -1.85289 -0.1067
H -2.92563 2.75681 -2.19124 0.3561
H -4.43827 2.27428 -2.19208 0.3852
C -3.54614 2.24694 -0.33665 -0.9824
H -1.14871 1.21074 -2.97439 -0.5199
H -1.74745 -0.18076 -3.74059 0.4177
H -1.23989 -0.26055 -2.06793 -0.5447
H -2.54456 2.14283 0.08061 0.1067
H -4.32545 1.53717 -0.05920 0.3887
H -3.88304 3.28257 -0.29119 0.4575
C -2.94817 -5.87438 1.82517 -1.2762
C -3.06826 -4.40262 1.34210 0.5375
O -3.20635 -3.39023 2.06288 -0.4500
N -3.19699 -4.31478 -0.17709 0.0361
H -2.89613 -5.14957 -0.65951 0.4331
H -4.20370 -4.25215 -0.22908 0.4134
C -2.63645 -2.98480 -0.78094 -0.8249
H -3.82016 -6.50521 1.65250 0.4184
H -2.79372 -5.76250 2.89835 0.3370
H -2.04455 -6.31824 1.40735 0.3994
H -2.96680 -2.16238 -0.14645 0.3084
H -2.94694 -2.75631 -1.80049 0.4119
H -1.55177 -3.09089 -0.76331 0.1634
C 1.18438 2.95277 -3.55760 -0.1044
C 0.47475 2.62666 -4.90697 0.1431
O 0.38412 1.42599 -5.29259 -0.4644
N -0.21599 3.75899 -5.75424 -0.1105
H -1.01460 3.33105 -6.20055 0.4024
H -0.47177 4.49837 -5.11550 0.4028
C 0.86311 4.26321 -6.75152 -0.7727
H 2.22933 3.07139 -3.84416 0.5011
H 0.95089 2.12369 -2.88961 -0.3419
H 0.79533 3.86092 -3.09717 0.2621
H 1.76602 4.59318 -6.23774 0.3496
H 0.43378 5.08264 -7.32799 0.3762
H 1.13015 3.45940 -7.43757 0.3493
C 1.24450 3.77816 0.65746 -0.6481
C 1.67273 4.99577 -0.14485 0.5024
O 2.44148 4.89691 -1.13352 -0.4291
N 1.07549 6.27111 0.45280 -0.2634
H 0.14809 6.07120 0.79930 0.4147
H 1.47008 6.30277 1.38199 0.4368
C 1.21668 7.59484 -0.37892 -0.7514
H 0.22593 3.40259 0.55971 0.3282
H 1.44972 3.91653 1.71898 0.5969
H 1.86884 2.92333 0.39752 -0.2330
H 1.03685 8.46485 0.25261 0.3770
H 0.46330 7.65672 -1.16421 0.3226
H 2.26929 7.62470 -0.66039 0.3407
O 3.18558 -0.78602 -2.80292 -0.0947
C 4.38735 -0.19106 -2.72617 0.4863
O 4.56980 0.80559 -1.94101 -0.7882
O 5.30300 -0.67426 -3.36138 -0.6791
H 2.75334 -0.37730 -2.04945 0.1137
O 0.15257 -3.88655 0.91714 0.1977
C 0.57487 -4.89023 1.57555 0.7558
O 1.33076 -5.69122 1.01806 -0.6798
O 0.11197 -5.12184 2.67952 -0.9037
H 0.44897 -4.23381 0.07266 -0.4901
O 0.26531 -0.93914 0.84261 1.0068
C 0.77527 -0.75086 -0.37691 -0.3316
O 0.63468 -1.70855 -1.20398 -0.0650
O 1.45613 0.22499 -0.70855 -0.9951
H -0.09507 -1.82850 0.81472 -0.5494

---

# 3
64
Properties=species:S:1:pos:R:3:mulliken_charge:R:1 method="wB97M-V/def2-TZVPD" e_tot_ev=-61634.64208 total_charge=-1 max_force_ha_per_bohr=0.1710
C 0.22931 2.44826 -1.42873 -0.7328
C -0.39876 1.83692 -0.02819 0.3698
O -0.87712 2.70995 0.89776 -0.5448
N -0.52195 0.36341 0.30646 -0.2802
C 0.70140 -0.43125 -0.12628 -0.3392
C 1.97027 -0.10128 0.90985 -0.2448
C 3.10847 0.82921 0.12983 -0.7879
C 3.29841 2.28476 0.93231 -0.0916
Si 4.84588 2.06875 2.05613 0.3962
C 4.87568 0.27727 2.82993 -0.6687
F 6.26761 2.11167 0.94811 -0.4253
O 5.11301 3.35376 3.22229 -0.4126
Si 3.63284 3.86584 4.01610 0.3526
I 4.03440 5.15385 6.14147 -0.2480
C 2.43388 2.43095 4.50492 -0.0687
C 3.13280 1.32897 5.55126 -0.2317
O 2.59680 -0.04274 5.36457 -0.5665
C 2.77751 5.12881 2.77803 0.5136
O 1.49953 5.50288 2.87715 -0.6555
O 3.62452 5.64856 1.65359 -0.7165
H -0.49243 3.25118 -1.89247 0.3113
H 0.38807 1.60937 -2.26192 0.2502
H 1.27345 2.95318 -1.26912 0.1502
H -1.38240 -0.07102 -0.09359 0.3067
H 0.40252 -1.58014 -0.03870 0.3131
H 1.00990 -0.25610 -1.24407 0.1475
H 1.49002 0.45973 1.84358 -0.0074
H 2.43424 -1.09741 1.34298 0.3883
H 4.16419 0.27354 0.09908 0.3140
H 2.70345 1.10417 -0.93294 0.3918
H 3.52169 3.11451 0.10364 0.2399
H 2.28661 2.45893 1.49374 0.0421
H 5.57407 0.21899 3.76961 0.3321
H 5.31679 -0.41946 1.96695 0.3055
H 3.79120 -0.14877 3.04066 0.0382
H 1.93758 1.90881 3.58185 -0.2163
H 1.53369 2.89992 5.13327 0.3435
H 2.89424 1.62043 6.67985 0.2888
H 4.29510 1.40451 5.32871 0.0926
H 2.13050 -0.10764 4.46410 0.3447
C -2.55355 -4.45942 0.27927 -0.6998
C -2.17727 -3.25431 -0.31309 -0.0734
C -2.35858 -3.06293 -1.68251 -0.2699
C -2.92587 -4.07409 -2.45856 -0.4013
C -3.30560 -5.27780 -1.86544 -0.5322
C -3.11571 -5.47264 -0.49763 -0.3073
H -2.40895 -4.60948 1.34596 0.3663
H -1.74157 -2.46386 0.29291 0.3074
H -2.05910 -2.12636 -2.14496 0.4360
H -3.07175 -3.92329 -3.52490 0.4609
H -3.74918 -6.06507 -2.47008 0.3557
H -3.40658 -6.41259 -0.03689 0.3618
C -5.20934 -1.45622 -3.76238 -0.3173
C -4.83307 -0.25111 -4.35475 -0.4516
C -5.01437 -0.05973 -5.72417 -0.3781
C -5.58167 -1.07089 -6.50022 -0.3600
C -5.96139 -2.27460 -5.90710 -0.3542
C -5.77150 -2.46944 -4.53929 -0.4383
H -5.06474 -1.60628 -2.69570 0.4628
H -4.39736 0.53934 -3.74875 0.3961
H -4.71490 0.87684 -6.18662 0.3566
H -5.72755 -0.92009 -7.56656 0.3465
H -6.40497 -3.06188 -6.51174 0.3527
H -6.06237 -3.40939 -4.07855 0.3859

---

# 4
20
Properties=species:S:1:pos:R:3:mulliken_charge:R:1 method="wB97M-V/def2-TZVPD" e_tot_ev=-11875.50444 max_force_ha_per_bohr=0.1276
C 0.60798 1.44185 -0.79898 -0.1514
C 1.10984 0.92541 0.62638 -1.1780
C 0.54093 -1.25595 -0.12926 0.0953
C -1.63655 -0.10663 0.29902 0.4411
C -2.86628 -0.01274 -0.82443 -0.8268
H 1.07945 1.10278 -1.98604 0.2692
H -0.47712 1.18680 -0.88182 -0.2645
H 0.51862 2.57962 -0.74864 0.3094
H 1.80533 1.64611 0.99074 0.3820
H 0.31165 0.64285 1.13415 0.6920
H 2.81777 0.40831 -0.99439 0.3223
H 3.39477 -0.18324 0.69187 0.3101
H 0.83146 -2.40874 -0.32240 0.3064
H -2.39124 0.74840 -1.65190 0.2027
H -3.03081 -1.13784 -1.56429 0.2774
H -3.70187 0.58701 -0.33307 0.3047
N 1.53960 -0.38962 0.23695 0.1643
N 2.91867 -0.44532 -0.23658 -0.7108
N -0.75020 -1.11587 -0.13463 -0.3695
O -1.70625 0.31650 1.44615 -0.5759